## i
This record from the Open Molecules 2025 dataset describes a single C2H6N4 molecule. The level of theory is ωB97M-V/def2-TZVPD.

## Properties
Orbital gap ... 10.20 eV
SMILES ... [H]/N=C(/N)NN=C
HOMO ... -9.671 eV
LUMO ... 0.53 eV
Spin multiplicity ... 1

Bonds (Å) are listed after each position.
Cartesian coordinates (Å):
1 H -0.08597 -0.95431 -1.34304  N2 1.005
2 N -0.87384 -0.43408 -0.99955  H1 1.005, C3 1.251
3 C -0.68356 0.31432 -0.01533  N2 1.251, N4 1.521, N5 1.467
4 N -1.79961 0.98311 0.77262  C3 1.521, H8 1.050, H9 1.033
5 N 0.50382 0.40978 0.84097  C3 1.467, N6 1.484, H10 1.251
6 N 1.56705 -0.00680 -0.10694  N5 1.484, C7 1.337
7 C 1.46541 -1.25322 -0.57862  N6 1.337, H11 1.034, H12 1.148
8 H -2.81420 0.71413 0.74916  N4 1.050
9 H -1.28739 1.00893 1.66954  N4 1.033
10 H 0.79387 1.60298 0.60256  N5 1.251
11 H 0.56265 -1.74894 -0.48452  C7 1.034
12 H 2.35801 -1.65341 -1.17966  C7 1.148



## ii
This record from the Open Molecules 2025 dataset describes a single C2H6N4 molecule. The level of theory is ωB97M-V/def2-TZVPD.

## Properties
Orbital gap ... 9.27 eV
SMILES ... C=NN/C=N/N
HOMO ... -8.073 eV
LUMO ... 1.20 eV
Spin multiplicity ... 1

Bonds (Å) are listed after each position.
Cartesian coordinates (Å):
1 C 2.88464 0.08468 0.17104  N2 1.304, H7 1.073, H8 1.112
2 N 1.74386 -0.48474 -0.10348  C1 1.304, N3 1.324
3 N 0.66633 0.28490 -0.09669  N2 1.324, C4 1.397, H9 1.004
4 C -0.62051 -0.25753 -0.14516  N3 1.397, N5 1.270, H10 1.095
5 N -1.58706 0.56155 -0.05470  C4 1.270, N6 1.499
6 N -2.87868 -0.19525 0.02317  N5 1.499, H11 1.065, H12 1.026
7 H 3.72696 -0.57485 0.08324  C1 1.073
8 H 3.13664 1.13745 0.42528  C1 1.112
9 H 0.69768 1.28451 -0.18373  N3 1.004
10 H -0.53571 -1.33370 0.03920  C4 1.095
11 H -2.75151 -1.10537 0.56197  N6 1.065
12 H -3.47008 0.46382 0.54068  N6 1.026



Relative calculated energies, zero for the most stable structure, unit eV: i 1.565; ii 0.000.



## i
This record from the Open Molecules 2025 dataset describes 2 unconnected molecules or ions with the total composition C3H3NS2. The level of theory is ωB97M-V/def2-TZVPD.

## Properties
Orbital gap (alpha / beta) ... 7.97 / 7.97 eV
HOMO (alpha / beta) ... -8.236 / -8.237 eV
LUMO (alpha / beta) ... -0.27 / -0.27 eV
Spin multiplicity ... 1

Bonds (Å) are listed after each position.
Cartesian coordinates (Å):
1 C 0.49120 -2.55422 -0.43242  N4 1.169, H7 1.033
2 C 0.71493 0.92184 -0.30930  C3 1.316, S6 1.605
3 C -0.53535 1.07420 0.07037  C2 1.316, H8 0.982, H9 1.090
4 N 0.12378 -1.55866 -0.92306  C1 1.169
5 S 3.34631 0.08965 0.65738  S6 1.961
6 S 2.26826 0.99608 -0.70672  C2 1.605, S5 1.961
7 H 0.97259 -3.41922 -0.13871  C1 1.033
8 H -0.81300 1.83076 0.63201  C3 0.982
9 H -1.12943 0.24021 -0.30374  C3 1.090



## ii
This record from the Open Molecules 2025 dataset describes a single C3H3NS2 molecule. The level of theory is ωB97M-V/def2-TZVPD.

## Properties
Orbital gap ... 8.40 eV
SMILES ... S=c1[nH]ccs1
HOMO ... -8.013 eV
LUMO ... 0.39 eV
Spin multiplicity ... 1

Bonds (Å) are listed after each position.
Cartesian coordinates (Å):
1 S 1.15707 -2.32501 1.37361  C2 1.636
2 C 0.64271 -0.97967 0.59851  S1 1.636, N3 1.305, S6 1.992
3 N -0.38628 -0.79300 -0.18148  C2 1.305, C4 1.426, H7 1.060
4 C -0.74982 0.51619 -0.61565  N3 1.426, C5 1.392, H8 1.090
5 C 0.22259 1.42182 -0.20240  C4 1.392, S6 1.675, H9 1.103
6 S 1.47344 0.82525 0.73924  C2 1.992, C5 1.675
7 H -1.08583 -1.58838 -0.22841  N3 1.060
8 H -1.50986 0.40359 -1.38832  C4 1.090
9 H 0.23599 2.51922 -0.09511  C5 1.103



Relative calculated energies, zero for the most stable structure, unit eV: i 2.455; ii 0.000.